Entry 1:
Density functional theory data (ωB97M-V/def2-TZVPD) for a structure of composition C13H29BIrN7S.

For the gap between HOMO and LUMO (spin up / spin down), the calculation gives 0.21776 / 0.16912 hartree. The multiplicity is 2. As for the net charge: +3. The energy above the lowest of the compared OMol25 structures with the same formula, charge and spin is 0.0 kJ/mol. Its HOMO energy (spin up / spin down) is -17.02 / -17.06 eV. As for the electronic energy: -1422.28221 hartree.

Each line ends with the Löwdin charge.
Geometry (Å):
C: -1.7347 -1.2880 -0.8430  -0.1225
H: 3.3844 -2.1431 -0.8790  0.1089
C: 3.0777 1.6860 0.9127  -0.1223
H: 4.0831 1.5036 1.2935  0.1503
C: 3.1693 -1.0874 -0.7164  -0.3298
H: 1.2519 3.0518 -0.8246  0.1321
N: -2.6979 -2.3011 -0.4567  0.0331
H: 2.4050 -1.6292 1.2210  0.1117
H: -2.2695 5.0041 0.6700  0.1485
H: 2.1503 2.6449 -3.0459  0.1525
C: -3.8268 -1.7993 0.3168  -0.0435
H: -2.7893 -4.2526 0.3275  0.1594
N: -1.0307 -0.8014 0.3949  -0.2280
Ir: 0.4746 0.7254 -0.1038  1.1864
N: 1.6790 2.1469 -1.0190  -0.2078
C: -0.4239 -2.0205 1.0794  -0.1539
H: -1.3122 -3.8635 -0.5907  0.1592
H: -1.0141 -1.7362 -1.5241  0.1134
H: -4.5399 -2.5885 0.5392  0.1638
C: -2.0446 -3.4870 0.1225  -0.0610
H: 3.9595 -0.8134 1.2803  0.1497
S: 1.5696 -0.7052 -1.5344  0.9230
C: 2.9928 -0.8284 0.7728  -0.2088
H: 0.3497 -2.4135 0.4210  0.1160
C: 3.0851 2.1839 -0.5207  -0.1244
B: -2.6985 3.9343 0.2089  -0.2220
H: 0.5187 2.0508 -2.7552  0.1254
H: 3.9643 -0.5215 -1.1957  0.0928
N: -3.0880 -1.3876 1.5160  0.0394
H: 2.6118 2.4348 1.5544  0.1421
C: -2.4553 -2.5198 2.2159  -0.0700
H: -4.3155 -0.9620 -0.1758  0.1614
H: 3.7101 1.5829 -1.1761  0.1144
H: -1.7254 0.0148 2.2328  0.1543
H: 3.4681 3.2030 -0.5687  0.1561
C: 1.5651 1.9063 -2.4934  -0.2013
H: -2.6468 0.5276 0.8013  0.1234
H: -3.8120 3.6074 0.4336  0.0603
N: -1.3957 -3.0451 1.3582  -0.0533
C: -1.6498 2.9560 0.1747  -0.1508
N: -0.8421 2.0792 0.1196  -0.1238
C: 2.0278 0.4982 -2.8484  -0.3322
N: 2.2487 0.4438 1.0326  -0.1963
H: -2.4540 4.9100 -0.5182  0.1396
H: 0.0220 -1.6761 2.0122  0.1398
C: -2.1462 -0.3085 1.2818  -0.1141
H: -2.0429 -2.1634 3.1597  0.1601
H: 1.5632 0.1660 -3.7752  0.1061
H: -2.2449 -0.4540 -1.3245  0.1487
H: 1.9657 0.4040 2.0095  0.1376
H: 3.1041 0.4167 -2.9916  0.0977
H: -3.2007 -3.2859 2.4185  0.1587

=====

Entry 2:
Density functional theory data (ωB97M-V/def2-TZVPD) for the molecule C4H5BrClI in a non-equilibrium geometry.

Its SMILES is Cl[C@H]1[C@H](I)C[C@@H]1Br. For the gap between HOMO and LUMO, the calculation gives 0.34731 hartree. The energy above the lowest of the compared OMol25 structures with the same formula, charge and spin is 0.0 kJ/mol. Its HOMO energy is -9.31 eV. As for the electronic energy: -3487.24537 hartree.

Each line ends with the Löwdin charge.
Geometry (Å):
H: -1.1010 -0.5005 1.1898  0.0754
H: 0.9158 1.8317 -0.0731  0.1095
H: -1.0250 -0.4192 -1.1495  0.0433
I: -1.7281 2.4052 -0.4379  0.8148
Br: -0.2019 -2.8074 -0.0775  0.6123
C: 0.5893 -0.9414 -0.0261  -0.6549
Cl: 0.7755 0.1752 2.5233  0.7200
C: -0.0730 -0.1613 1.1522  -0.8185
C: -0.0666 0.0031 -1.0411  -0.3808
H: 0.3341 0.1301 -2.1270  0.1502
H: 1.6476 -0.8919 0.1723  0.0861
C: -0.0668 1.1762 -0.1053  -0.7574

=====

Entry 3:
Density functional theory data (ωB97M-V/def2-TZVPD) for a cluster of 3 separate species, CCl3IO2S in total in a non-equilibrium geometry.

For the gap between HOMO and LUMO (spin up / spin down), the calculation gives 0.33949 / 0.20556 hartree. The energy above the lowest of the compared OMol25 structures with the same formula, charge and spin is 0.0 kJ/mol. Its HOMO energy (spin up / spin down) is -10.49 / -9.06 eV. As for the electronic energy: -2264.98422 hartree.

Each line ends with the Löwdin charge.
Geometry (Å):
I: 4.9929 -0.5329 2.7641  0.0196
Cl: 1.5986 -1.6272 1.1503  0.6165
Cl: 0.2740 0.7338 2.1146  0.6592
Cl: -3.2894 1.1814 -0.9334  0.1526
O: 0.3642 0.2199 -0.3198  -0.0410
O: -2.4222 0.3234 -3.4243  -0.6041
C: 0.7267 -0.1771 0.7162  -1.2898
S: -2.2446 -0.1212 -2.0677  0.4870

=====

Entry 4:
Density functional theory data (ωB97M-V/def2-TZVPD) for a structure of composition C8H17N3OS in a non-equilibrium geometry.

For the gap between HOMO and LUMO, the calculation gives 0.37876 hartree. As for the net charge: +2. The energy above the lowest of the compared OMol25 structures with the same formula, charge and spin is 107.7 kJ/mol. Its HOMO energy is -17.31 eV. As for the electronic energy: -952.02143 hartree.

Each line ends with the Löwdin charge.
Geometry (Å):
H: -0.9682 -2.6850 -3.5447  0.1170
N: -2.2354 -0.8548 0.5292  0.1878
H: 0.7198 -0.6628 1.7926  0.1362
H: 1.4536 2.9250 0.1432  0.1322
H: -1.8208 -0.0341 -2.4824  0.1592
H: -2.7516 -0.2061 1.0192  0.0670
C: 1.3836 -0.1059 1.1366  -0.1012
C: 1.0106 1.3140 1.3579  -0.6874
O: 2.5137 -0.0711 -0.9272  0.1648
H: 1.1650 -2.1833 -2.2396  0.1714
H: 0.3789 2.6411 2.8431  0.0912
C: -1.1137 0.1161 -0.6032  -0.5862
H: 2.5939 1.7172 -0.2305  0.2104
H: -2.6403 1.1125 -1.4830  0.1315
H: 2.6320 2.8624 1.1796  0.1628
C: 0.2269 -0.8729 -0.9698  -0.0825
C: 0.1387 -1.8488 -1.8690  -0.0789
S: -0.6273 1.5089 0.4274  1.0783
N: 2.0704 2.2539 0.6087  0.2292
C: -1.0115 -2.5555 -2.4372  -0.0615
H: -1.9353 -1.6523 1.1146  0.1510
H: -0.9449 -3.6996 -2.1393  0.1604
N: -1.8015 0.5742 -1.6169  0.0866
H: 2.3458 -0.1000 1.7150  0.1661
H: -0.0007 1.0640 3.3108  0.1534
H: 1.7537 1.4658 3.3201  0.1323
C: 0.8209 1.6706 2.7435  -0.0887
H: -1.9206 -2.0248 -2.2316  0.0446
C: 1.5047 -0.3632 -0.3961  -0.3782
H: -2.9400 -1.3055 -0.0709  0.1312

=====

Entry 5:
Density functional theory data (ωB97M-V/def2-TZVPD) for a cluster of 2 separate species, C3H3O3 in total in a non-equilibrium geometry.

For the gap between HOMO and LUMO, the calculation gives 0.38642 hartree. As for the net charge: +1. The energy above the lowest of the compared OMol25 structures with the same formula, charge and spin is 88.7 kJ/mol. Its HOMO energy is -16.15 eV. As for the electronic energy: -341.47481 hartree.

Each line ends with the Löwdin charge.
Geometry (Å):
O: -4.3890 -0.3936 -0.3106  0.2649
O: -2.1548 -0.0204 0.0333  0.1777
O: 2.9559 0.7584 -0.0996  0.3087
C: 0.9070 -0.4729 0.1889  0.1696
C: 1.9429 0.1067 -0.0642  -0.0888
H: 3.2014 1.4715 -0.7938  0.2618
C: -3.2745 -0.2022 -0.1721  -0.4159
H: 0.3555 -1.4047 0.2165  0.1427
H: 0.4555 0.1572 1.0015  0.1794

=====

Entry 6:
Density functional theory data (ωB97M-V/def2-TZVPD) for a cluster of 2 separate species, C4H7BrN2 in total in a non-equilibrium geometry.

For the gap between HOMO and LUMO, the calculation gives 0.26556 hartree. The energy above the lowest of the compared OMol25 structures with the same formula, charge and spin is 447.2 kJ/mol. Its HOMO energy is -7.70 eV. As for the electronic energy: -2839.92550 hartree.

Each line ends with the Löwdin charge.
Geometry (Å):
H: -1.8955 -0.0438 -3.8267  0.0764
N: -0.1245 0.7753 0.0147  0.1585
C: -1.9164 0.0843 -2.7241  -0.1104
H: -0.0488 -1.1728 -2.2679  0.1045
H: -1.9605 1.1684 -2.5497  0.0714
C: -0.6428 -0.2875 -2.0386  -0.2219
H: 3.2955 -0.5118 2.4215  0.1259
Br: 0.2268 -1.7254 2.2104  0.6456
C: 1.3589 -0.3680 1.6004  -0.5934
C: 2.3354 0.1065 2.5417  -0.2742
H: -2.8428 -0.3051 -2.3805  0.0463
N: -0.3658 0.2721 -0.9350  -0.1556
H: 2.6256 1.1074 2.3159  0.0582
H: 2.1180 -0.1334 3.6131  0.0688